Version w
Entry from OMol25: a cluster of 2 separate species, C2H4ClNO2 in total (wB97M-V/def2-TZVPD).

XYZ file:
```
10
Properties=species:S:1:pos:R:3:mulliken_charge:R:1
H -1.3229 0.9848 -1.8268 0.302
H 0.2971 -2.1464 1.6551 0.344
O -2.1762 0.7974 -1.4357 -0.383
O -0.5754 -1.8372 -1.1745 -0.321
H 0.6083 -0.3690 1.1673 0.266
C -0.5381 -1.2674 -0.1756 0.620
N -1.9242 0.4727 -0.1526 -0.159
Cl -3.4947 0.1571 0.4386 -0.143
C -0.0855 -1.2522 1.1567 -0.835
H -0.8673 -0.7881 1.7547 0.308
```

- Orbital gap (alpha / beta): 0.2732 / 0.2852 Eh
- Lowest unoccupied orbital energy (alpha / beta): 0.21 / 0.25 eV

Version x
Entry from OMol25: the molecule C2H4ClNO2 (wB97M-V/def2-TZVPD).

XYZ file:
```
10
Properties=species:S:1:pos:R:3:mulliken_charge:R:1
H -0.0157 -0.6220 -1.3599 0.279
O -2.8892 1.3128 -0.0280 -0.230
H 1.3269 0.5450 1.3185 0.289
N -2.2427 0.4521 -0.5099 0.175
H 2.3197 -0.3407 0.3170 0.380
O -0.9631 0.2690 0.1599 -0.158
C 0.0556 -0.5176 -0.2198 0.290
Cl -0.3074 -2.2201 0.4004 -0.236
C 1.3352 0.0985 0.2624 -1.071
H 1.3806 1.0230 -0.3407 0.282
```

- Orbital gap: 0.3745 Eh
- Lowest unoccupied orbital energy: -0.53 eV

Quick one: most stable of them? version x

Version w
Entry from OMol25: a structure of composition C2H4ClNO2 (wB97M-V/def2-TZVPD).

XYZ file:
```
10
Properties=species:S:1:pos:R:3:mulliken_charge:R:1
H 1.1950 1.3180 -0.1729 0.512
Cl -1.4422 -1.0888 -0.5870 0.138
C -1.7088 0.3265 -0.0030 -0.285
O 0.4726 -1.7187 0.1247 -0.532
C 1.0351 0.4408 0.4075 -0.947
H -1.0605 1.1752 -0.4444 0.305
O 1.7170 -0.7095 -1.3748 -0.627
H -2.2130 0.4849 0.9009 0.307
N 1.1166 -0.6897 -0.2891 0.763
H 0.8883 0.4613 1.4381 0.366
```

- Orbital gap (alpha / beta): 0.2674 / 0.2678 Eh
- Lowest unoccupied orbital energy (alpha / beta): -1.34 / -1.34 eV

Version x
Entry from OMol25: a cluster of 2 separate species, C2H4ClNO2 in total (wB97M-V/def2-TZVPD).

XYZ file:
```
10
Properties=species:S:1:pos:R:3:mulliken_charge:R:1
H 1.9624 0.5284 0.8562 0.271
N 1.5272 0.7052 -0.0671 -0.688
Cl -0.0740 -1.6550 -1.2106 -0.067
C -1.5102 -0.5452 0.7977 0.628
C -0.4834 -0.2516 -0.4062 0.088
H 2.0604 0.3889 -0.8457 0.274
O -2.6355 -0.3504 0.2342 -0.574
O -1.2630 -0.9597 1.8746 -0.552
H 1.1010 1.6449 -0.0562 0.316
H -0.6848 0.4945 -1.1769 0.303
```

- Orbital gap (alpha / beta): 0.3152 / 0.3151 Eh
- Lowest unoccupied orbital energy (alpha / beta): -1.08 / -1.08 eV

Quick one: most stable of them? version x

Version w
Entry from OMol25: the molecule C8H16N2O3 (wB97M-V/def2-TZVPD).

XYZ file:
```
29
Properties=species:S:1:pos:R:3:mulliken_charge:R:1
C 0.8115 0.2326 0.1692 0.905
C 1.2776 0.0499 -1.2867 -1.658
N -1.6780 0.0796 -0.0238 -0.106
H -3.7596 0.2259 -1.0827 0.321
O -0.2257 -0.6127 2.1549 -0.583
H -4.8887 -0.1832 0.2003 0.264
H 2.6979 1.0502 0.6368 0.438
H -0.4484 0.3275 2.4272 0.462
H 1.9311 0.3454 2.0179 0.443
O -2.0745 2.3734 -0.0092 -0.672
C -1.3218 1.4024 0.1008 0.410
H 0.4438 0.1744 -1.9863 0.425
H -4.1083 -1.3959 -0.5365 0.269
N 0.0184 1.4383 0.3803 0.151
O -2.9013 -0.1786 0.6708 -0.311
H 1.7803 -0.9086 -1.3481 0.429
C -0.0800 -0.8004 0.7903 0.667
C 2.1242 0.1844 0.9925 -1.493
H -0.7138 -2.8786 0.5250 0.439
C -3.9416 -0.3880 -0.2507 -0.661
H -0.0551 3.5113 0.1175 0.399
C 0.6767 2.6722 0.2616 -1.075
H 1.3759 2.6124 -0.6026 0.326
H 1.9973 0.8910 -1.4251 0.443
H 0.7986 -2.5233 0.5799 0.450
H 1.3090 2.8624 1.0784 0.318
H 2.4736 -0.9137 1.0733 0.337
H -0.2550 -1.9290 -0.8342 0.365
C -0.0701 -2.1322 0.2331 -1.701
```

- Orbital gap: 0.3466 Eh
- Lowest unoccupied orbital energy: 0.58 eV

Version x
Entry from OMol25: the molecule C8H16N2O3 (wB97M-V/def2-TZVPD).

XYZ file:
```
29
Properties=species:S:1:pos:R:3:mulliken_charge:R:1
H 2.2829 -0.5795 -1.4094 0.326
N -2.5667 -1.5736 -0.8037 -0.503
H -2.4674 -2.4660 -0.3519 0.219
H -0.5648 -1.0041 0.1423 -0.248
H -3.2341 -0.8530 1.2423 0.243
H -3.6471 0.1815 -0.0931 0.463
H 2.6958 -0.3796 1.1394 0.592
C 1.6961 -0.6465 0.7237 0.102
H 1.3198 -2.1761 -2.2488 0.460
N -0.5463 0.0738 0.2000 -0.098
H -0.6579 2.5296 -0.1633 0.444
O -2.0606 1.8147 0.2793 -0.772
H 1.6702 -1.5168 2.7523 0.332
H 2.7188 -2.0288 -0.4581 0.610
H -0.2973 -1.6802 -1.4899 0.437
O 2.3324 1.5696 -0.5640 -0.619
O 0.3427 2.6573 -0.5094 -0.573
H 0.0838 -1.6948 1.9154 0.326
C 1.1678 1.7038 -0.2564 0.426
C -2.8271 -0.4834 0.3168 -0.886
H 0.6751 1.0782 1.6769 0.198
C 0.7455 0.5586 0.6662 0.112
C 0.8094 -2.0098 -1.3784 -1.073
C 1.1715 -1.6976 1.7096 -1.294
H 0.5787 -3.0688 -1.1988 0.307
H -3.3512 -1.2947 -1.3775 0.236
C 1.9425 -1.3636 -0.6362 -1.031
C -1.7756 0.5973 0.3445 0.955
H 1.4888 -2.8352 1.5618 0.311
```

- Orbital gap: 0.3553 Eh
- Lowest unoccupied orbital energy: 0.43 eV

Quick one: most stable of them? version x

Version w
Entry from OMol25: a structure of composition CH3BrCl2Si (wB97M-V/def2-TZVPD).

XYZ file:
```
8
Properties=species:S:1:pos:R:3:mulliken_charge:R:1
H 2.1102 -0.1936 0.0743 -0.052
H 0.3123 0.6793 -1.8663 -0.055
C -0.5969 -0.6166 0.4783 -0.229
H -0.5270 -0.3563 1.6062 0.309
Br -2.2993 -0.1699 -0.3237 -0.102
Si 0.7223 0.5510 -0.3952 0.471
Cl -0.2291 -2.3085 0.1043 -0.137
Cl 0.5074 2.4148 0.3221 -0.204
```

- Orbital gap: 0.3910 Eh
- Lowest unoccupied orbital energy: 0.59 eV

Version x
Entry from OMol25: the molecule CH3BrCl2Si (wB97M-V/def2-TZVPD).

XYZ file:
```
8
Properties=species:S:1:pos:R:3:mulliken_charge:R:1
H 0.1671 1.0889 -0.8671 0.329
H 1.4005 -1.0862 2.0572 -0.065
H 0.7722 1.5224 0.7912 0.291
Br -1.7133 1.0580 0.8388 -0.147
C 0.1335 0.7918 0.1980 -0.718
Cl 1.8759 -2.1694 -0.7703 -0.207
Cl -0.9982 -2.2512 0.8064 -0.151
Si 0.7208 -1.3229 0.7007 0.668
```

- Orbital gap: 0.3739 Eh
- Lowest unoccupied orbital energy: 0.55 eV

Quick one: most stable of them? version x

Version w
Entry from OMol25: the molecule C5H2N2O (wB97M-V/def2-TZVPD).

XYZ file:
```
10
Properties=species:S:1:pos:R:3:mulliken_charge:R:1
N -0.9343 2.3262 2.4118 -0.400
N 1.2864 0.4539 0.1787 -0.384
C -0.0553 -0.9924 -1.1069 -0.348
C -0.8094 -0.0895 -0.1492 0.735
C -0.5085 1.3496 1.8350 0.165
H 2.2766 -1.0678 -1.1577 0.321
C 0.0802 0.3873 0.7660 0.300
C 1.2330 -0.6208 -1.0432 -0.349
O -2.0148 0.0053 -0.1484 -0.495
H -0.5540 -1.7517 -1.5860 0.455
```

- Orbital gap: 0.3193 Eh
- Lowest unoccupied orbital energy: -2.22 eV

Version x
Entry from OMol25: the molecule C5H2N2O (wB97M-V/def2-TZVPD).

XYZ file:
```
10
Properties=species:S:1:pos:R:3:mulliken_charge:R:1
H -1.3814 0.3656 1.0202 0.246
C 0.3459 -0.5169 -0.2013 0.738
C 0.5371 0.7738 -0.6448 -0.102
C -1.0118 -0.6330 0.5627 -0.015
C -0.4299 1.8340 -0.4850 -0.005
N 1.4722 -2.7055 0.4464 -0.319
C 1.1642 -1.5724 -0.3059 -0.124
O -1.4945 -1.5420 1.1233 -0.342
H 1.6407 1.0191 -1.0915 0.309
N -0.8424 2.9773 -0.4241 -0.387
```

- Orbital gap: 0.3027 Eh
- Lowest unoccupied orbital energy: -2.29 eV

Quick one: most stable of them? version w

Version w
Entry from OMol25: a cluster of 2 separate species, C5H11N2 in total (wB97M-V/def2-TZVPD).

XYZ file:
```
18
Properties=species:S:1:pos:R:3:mulliken_charge:R:1
C 2.3409 0.4023 -0.6594 -0.884
H -0.6785 -3.2432 0.4240 0.346
H -1.0337 -2.9597 -1.1623 0.353
H 3.2536 0.7007 -0.1827 0.322
C 1.3895 1.5496 1.1180 -0.709
C -1.3878 -1.2774 0.0005 0.663
H -0.8346 1.6235 -0.1403 0.284
H -2.3429 1.5463 0.8869 0.314
H -2.4911 1.5018 -0.8534 0.311
N -1.6202 -0.1610 0.1066 0.105
H -2.3137 -2.9533 -0.0624 0.367
C -1.3805 -2.6378 -0.2116 -1.200
H 2.2672 0.9350 -1.6724 0.301
N 1.2568 0.7239 0.1641 -0.001
C -1.9020 1.2223 0.0262 -0.524
H 2.3736 1.9555 1.4128 0.277
H 0.6061 1.7199 1.7060 0.400
H 2.4972 -0.6483 -0.9007 0.274
```

- Orbital gap (alpha / beta): 0.1905 / 0.2914 Eh
- Lowest unoccupied orbital energy (alpha / beta): -3.75 / -5.89 eV
- Spin multiplicity: 3
- Net charge: +1

Version x
Entry from OMol25: the ion C5H11N2 with charge +1 (wB97M-V/def2-TZVPD).

XYZ file:
```
18
Properties=species:S:1:pos:R:3:mulliken_charge:R:1
H 0.8828 0.0940 -1.6408 0.406
N -0.9775 -1.1443 0.0649 -0.183
C 1.3796 -1.2778 0.0030 -0.286
C 0.0665 -1.7616 0.3424 -0.150
H -2.0224 1.6791 -0.0484 0.346
H 1.7988 -1.9327 -0.7454 0.303
H 0.3152 0.9998 1.2327 0.297
H -2.7651 0.4046 0.9859 0.355
C 1.3269 0.0617 -0.6029 -0.683
H 1.8564 1.7576 0.6627 0.382
H -3.3805 0.7409 -0.4012 0.391
H 0.4431 2.2091 -0.2705 0.164
C 0.9377 1.2706 0.2810 -1.044
C -1.6343 -0.2719 -0.4982 -0.186
N -2.4759 0.7814 0.1077 -0.205
H 2.0001 -1.1070 0.8675 0.269
H 2.3145 0.3010 -0.9603 0.418
H -0.0658 -2.8046 0.6200 0.406
```

- Orbital gap (alpha / beta): 0.2533 / 0.3297 Eh
- Lowest unoccupied orbital energy (alpha / beta): -3.75 / -5.82 eV
- Spin multiplicity: 3
- Net charge: +1

Quick one: most stable of them? version x